1.
# C2H6B2S3

An isolated molecule of C2H6B2S3 in a non-equilibrium geometry (wB97M-V/def2-TZVPD, the OMol25 dataset).

The geometry in XYZ format:
```
13
Properties=species:S:1:pos:R:3:forces:R:3:mulliken_charge:R:1
S -0.75588 2.02024 0.62408 0.754 -0.411 -0.446 -0.17
S 0.96411 1.88386 -0.56616 0.201 -0.183 -0.089 -0.17
S 0.21669 -1.00357 0.34564 -0.620 1.330 -0.075 -0.27
B -1.02850 0.28246 0.91356 -0.210 -0.596 -0.542 0.29
B 1.28457 0.09517 -0.67146 0.063 -0.035 0.210 0.28
C -2.40262 -0.07959 1.60248 0.626 -0.136 -0.054 -0.81
C 2.33833 -0.55398 -1.69700 -1.655 0.315 -0.030 -0.77
H -2.14347 -0.90889 2.24830 -0.452 -0.343 0.401 0.26
H -3.23324 -0.37640 0.94528 0.498 0.019 -0.013 0.32
H -2.74543 0.75515 2.20348 -0.163 0.085 0.211 0.26
H 3.37225 -0.22984 -1.69476 0.090 0.014 0.287 0.31
H 2.22111 -1.64566 -1.56798 0.450 0.480 -0.386 0.21
H 1.91209 -0.23896 -2.68546 0.415 -0.539 0.524 0.28
```
Positions in Å, forces in eV/Å.

DFT total energy in eV: -36033.1762
Molar mass in g mol⁻¹: 147.9
SMILES string: CB1SSB(C)S1
Strongest force on any atom in eV/A: 1.68
Gap between HOMO and LUMO in eV: 9.4635
HOMO in Ha: -0.339

2.
# C18H18N4O3S2

An isolated molecule of C18H18N4O3S2 in a non-equilibrium geometry (wB97M-V/def2-TZVPD, the OMol25 dataset).

The geometry in XYZ format:
```
45
Properties=species:S:1:pos:R:3:forces:R:3:mulliken_charge:R:1
C -7.65683 1.04964 0.79923 -0.292 -0.140 0.317 -0.96
N -6.40797 0.76755 0.12373 0.499 -0.961 0.240 -0.01
S -5.88882 -0.83058 0.29927 0.159 0.476 -0.041 1.39
O -6.12574 -1.21929 1.65646 0.047 0.185 0.176 -0.71
O -6.39245 -1.66576 -0.75404 0.174 0.137 -0.172 -0.69
C -4.12393 -0.60334 0.06974 -0.444 -0.073 -0.025 -0.10
C -3.42400 0.08001 1.04576 0.021 0.065 0.127 -0.98
C -2.06228 0.27675 0.89902 -0.015 -0.075 -0.150 -0.58
C -1.40956 -0.21484 -0.23136 -0.417 -0.237 -0.098 0.70
C -2.12884 -0.92202 -1.19455 0.189 0.110 0.140 -0.70
C -3.49039 -1.11430 -1.04677 -0.136 -0.068 -0.036 -0.23
H -4.07214 -1.66100 -1.77225 -0.008 -0.056 -0.131 0.51
H -1.59784 -1.31419 -2.04866 0.018 -0.036 -0.051 0.45
C 0.05240 -0.06462 -0.46284 -0.013 0.252 0.189 0.76
O 0.68555 -0.80316 -1.18781 -0.183 -0.153 -0.113 -0.70
N 0.65413 0.98268 0.18353 -0.408 0.031 0.157 -0.10
C 1.99345 1.24163 0.06362 0.902 -0.424 -0.540 0.18
N 2.57431 2.22613 0.66551 -1.705 -0.047 0.408 -0.46
N 3.87612 2.28875 0.41022 1.472 0.474 -0.045 -0.52
C 4.30522 1.37365 -0.38130 -0.644 -0.449 -0.407 0.78
C 5.72563 1.20678 -0.78119 0.108 -0.179 0.040 -1.12
C 6.25522 -0.06705 -0.16807 0.197 0.024 -0.103 0.52
C 6.18860 -1.26560 -0.86486 0.059 0.051 0.051 -0.24
C 6.63451 -2.43900 -0.28243 -0.022 -0.101 -0.026 -0.57
C 7.14646 -2.42461 1.00363 0.022 -0.086 0.029 -0.41
C 7.20860 -1.23295 1.70613 0.011 0.007 0.080 -0.55
C 6.76206 -0.05974 1.12421 0.007 -0.006 -0.052 -0.37
H 6.80211 0.86956 1.67361 0.005 0.106 0.062 0.39
H 7.60375 -1.21732 2.71123 0.035 0.001 0.078 0.37
H 7.49411 -3.34038 1.45835 0.031 -0.069 0.032 0.37
H 6.58033 -3.36597 -0.83393 0.000 -0.080 -0.041 0.37
H 5.78430 -1.28144 -1.86704 -0.017 0.003 -0.136 0.38
H 6.28365 2.07182 -0.42109 -0.063 -0.001 -0.077 0.34
H 5.79446 1.15554 -1.86967 0.091 0.069 0.020 0.41
S 3.04853 0.26183 -0.91937 0.336 0.783 0.511 -0.02
H 0.13060 1.63284 0.75140 0.023 -0.067 -0.102 0.23
H -1.51727 0.78185 1.68278 0.024 0.039 0.080 0.36
H -3.95684 0.43535 1.91271 0.023 0.095 0.156 0.43
C -6.37413 1.17955 -1.26052 0.035 0.041 -0.423 -0.89
H -5.37809 0.98159 -1.65230 0.006 0.131 -0.196 0.29
H -6.57701 2.24815 -1.31931 0.055 0.000 0.027 0.35
H -7.10685 0.63398 -1.86522 0.015 0.078 -0.026 0.33
H -7.61937 0.55848 1.76821 -0.194 0.146 0.079 0.37
H -7.75208 2.12698 0.93611 0.023 -0.032 -0.021 0.33
H -8.52166 0.67601 0.24013 -0.028 0.037 0.014 0.33
```
Positions in Å, forces in eV/Å.

DFT total energy in eV: -52731.0937
Molar mass in g mol⁻¹: 402.5
SMILES string: CN(C)S(=O)(=O)c1ccc(C(=O)Nc2nnc(Cc3ccccc3)s2)cc1
Strongest force on any atom in eV/A: 1.75
Gap between HOMO and LUMO in eV: 8.5923
HOMO in Ha: -0.333

3.
# CH4N2OS

An isolated molecule of CH4N2OS in a non-equilibrium geometry (wB97M-V/def2-TZVPD, the OMol25 dataset).

The geometry in XYZ format:
```
9
Properties=species:S:1:pos:R:3:forces:R:3:mulliken_charge:R:1
C -0.27656 0.53138 -0.19262 1.765 2.697 1.277 0.08
H 1.73480 -1.22106 0.93633 0.196 -0.088 -0.107 0.13
H 1.53718 1.50479 0.28095 -0.730 -0.292 -0.243 0.28
H -0.82301 1.50804 -0.00307 0.462 -1.282 -0.489 0.31
H -2.51365 -1.32803 -0.40530 0.299 1.057 0.531 0.37
N 1.13563 0.68709 -0.17490 -0.518 0.239 -0.274 -0.29
N -0.81193 -0.59329 -0.19952 0.050 -0.948 -0.216 -0.34
O -2.18238 -0.46542 -0.05581 -1.196 -1.192 -0.630 -0.39
S 2.19993 -0.62350 -0.18607 -0.328 -0.191 0.150 -0.15
```
Positions in Å, forces in eV/Å.

DFT total energy in eV: -16962.3997
Molar mass in g mol⁻¹: 92.1
SMILES string: O/N=C/NS
Strongest force on any atom in eV/A: 3.47
Gap between HOMO and LUMO in eV: 9.6474
HOMO in Ha: -0.324

4.
# C4H13N2

The ion C4H13N2 with charge +1 in a non-equilibrium geometry (wB97M-V/def2-TZVPD, the OMol25 dataset).

The geometry in XYZ format:
```
19
Properties=species:S:1:pos:R:3:forces:R:3:mulliken_charge:R:1
C -2.12815 -0.06997 0.05054 3.723 2.630 0.285 -1.15
C 0.64727 1.62160 0.31038 -0.977 -2.851 -1.859 -1.24
C -0.83439 -0.50244 -0.76868 -1.669 1.323 -0.617 -0.60
C 0.41117 -0.11773 0.03252 -0.275 3.261 1.431 0.31
N 0.58516 -0.78962 1.30655 0.175 -0.071 -0.977 -0.60
N 1.60684 -0.60487 -0.74939 2.411 -0.290 -0.327 -0.26
H -2.98829 -0.00531 -0.57220 -0.852 -0.548 0.104 0.37
H -1.87137 0.99134 0.43065 -0.820 -1.282 -0.848 0.25
H -2.04456 -0.60790 0.97643 -1.193 -0.760 0.168 0.35
H 1.69876 1.74825 0.51083 0.293 0.021 0.521 0.45
H -0.01747 2.09140 1.08847 0.698 -0.791 -0.995 0.40
H 0.49971 2.00226 -0.73010 -0.281 0.198 1.034 0.33
H -0.92231 -1.61559 -0.78310 0.461 0.617 -0.737 0.44
H -0.88222 0.04076 -1.83771 0.398 -1.564 2.261 0.34
H 0.18906 -1.71520 1.33142 -0.192 -0.263 0.060 0.21
H 0.29618 -0.27384 2.10725 -0.218 0.461 0.410 0.24
H 1.27884 -1.36308 -1.41201 0.893 0.383 1.322 0.35
H 2.18933 0.02233 -1.36385 -1.218 -0.016 0.681 0.37
H 2.28643 -0.85240 0.07200 -1.357 -0.459 -1.917 0.43
```
Positions in Å, forces in eV/Å.

DFT total energy in eV: -7331.3616
Net charge: +1
Molar mass in g mol⁻¹: 89.2
SMILES string: CC[C@@](C)(N)[NH3+]
Strongest force on any atom in eV/A: 4.57
Gap between HOMO and LUMO in eV: 11.3333
HOMO in Ha: -0.542

5.
# C17H15N3O3S

An isolated molecule of C17H15N3O3S in a non-equilibrium geometry (wB97M-V/def2-TZVPD, the OMol25 dataset).

The geometry in XYZ format:
```
39
Properties=species:S:1:pos:R:3:forces:R:3:mulliken_charge:R:1
C -3.58285 1.16285 1.25368 -0.206 0.203 0.062 -0.95
H -3.03025 2.08950 1.43682 -0.008 -0.044 0.010 0.35
O -2.75167 0.16566 0.71062 0.455 -0.380 -0.047 -0.48
C -1.68618 -0.27477 1.46102 0.072 -0.087 -0.001 0.87
C -1.34549 0.20381 2.71343 -0.233 0.090 -0.155 -0.41
C -0.23129 -0.29959 3.36963 0.141 -0.069 0.060 -0.74
C 0.54127 -1.28045 2.78181 -0.059 0.136 0.131 -0.77
C 0.20918 -1.77279 1.52996 0.036 -0.072 -0.080 -0.64
C -0.89806 -1.27729 0.86258 -0.053 0.041 0.099 0.11
N -1.28391 -1.68430 -0.42230 -0.504 0.308 0.235 0.07
C -0.66478 -2.56286 -1.24811 -0.374 -0.096 -0.185 0.49
O 0.28268 -3.25265 -0.95857 0.136 -0.106 0.096 -0.63
C -1.30269 -2.59988 -2.64008 0.553 0.072 -0.340 -0.53
H -1.88435 -3.51445 -2.75646 -0.008 0.029 0.021 0.39
H -1.93164 -1.73253 -2.83943 -0.035 -0.081 0.094 0.33
S -0.01304 -2.70619 -3.93399 -0.496 -0.262 0.026 -0.17
C 1.05009 -1.47209 -3.36782 0.464 0.240 -0.134 0.56
N 2.25407 -1.22994 -3.78409 -0.946 -1.340 -0.662 -0.71
N 2.71531 -0.20771 -3.04651 0.172 1.311 1.089 -0.26
C 1.78193 0.13687 -2.21402 0.533 -0.363 -0.700 0.22
C 1.84188 1.15423 -1.19276 -0.193 0.322 0.443 0.57
C 3.05093 1.80592 -0.94941 -0.151 -0.120 -0.063 -0.61
C 3.12641 2.75560 0.04983 0.027 0.034 0.014 -0.50
C 2.00800 3.05869 0.81224 -0.026 0.028 0.031 -0.56
C 0.80506 2.41768 0.56553 -0.019 0.093 0.079 -0.46
C 0.71547 1.47138 -0.43645 0.136 -0.076 -0.153 -0.30
H -0.22112 0.97627 -0.63957 -0.100 -0.064 0.001 0.52
H -0.06575 2.65506 1.15837 -0.075 0.006 0.055 0.38
H 2.07401 3.79661 1.59787 0.010 0.061 0.063 0.41
H 4.06134 3.26044 0.24106 0.084 0.031 0.009 0.39
H 3.90803 1.54680 -1.54987 0.121 -0.009 -0.037 0.49
O 0.66550 -0.63136 -2.38092 0.280 0.220 -0.088 -0.11
H -2.09327 -1.18111 -0.76093 0.171 -0.143 -0.131 0.26
H 0.80689 -2.53720 1.06336 -0.002 -0.024 -0.041 0.52
H 1.40782 -1.66965 3.29249 0.085 -0.040 0.044 0.40
H 0.02396 0.08547 4.34492 0.021 0.034 0.089 0.40
H -1.93690 0.96973 3.18948 -0.085 0.074 0.003 0.43
H -4.05483 0.82862 2.18221 0.042 0.011 -0.028 0.38
H -4.35174 1.34562 0.50440 0.035 0.030 0.093 0.27
```
Positions in Å, forces in eV/Å.

DFT total energy in eV: -39320.0578
Molar mass in g mol⁻¹: 341.4
SMILES string: COc1ccccc1NC(=O)CSc1nnc(-c2ccccc2)o1
Strongest force on any atom in eV/A: 1.77
Gap between HOMO and LUMO in eV: 8.6765
HOMO in Ha: -0.306